Entry A
The following is a quantum chemistry calculation of one molecule with the formula C3H4FNO2, from OMol25.

Summary:
SMILES: C[C@H](F)C(=O)N=O
HOMO-LUMO gap (spin up / spin down): 8.0 / 8.0 eV

The geometry in XYZ format:
```
11
C3H4FNO2, DFT the ωB97M-V functional and the def2-TZVPD basis
C 1.75079 -1.30772 0.43903
C 0.73518 -0.12790 0.46928
F 1.13834 0.96532 -0.18833
C 0.32025 0.55158 1.85997
O -0.83551 0.43992 2.23985
N 1.44076 0.77928 2.44127
O 2.45035 1.39203 2.27737
H 1.39889 -1.95266 1.24223
H 1.60470 -1.70060 -0.57873
H 2.74350 -0.88097 0.60809
H -0.31356 -0.21230 -0.04863
```



Entry B
The following is a quantum chemistry calculation of one molecule with the formula C3H4FNO2, from OMol25.

Summary:
SMILES: O=C1[C@@H](F)CN1O
HOMO-LUMO gap: 10.8 eV

The geometry in XYZ format:
```
11
C3H4FNO2, DFT the ωB97M-V functional and the def2-TZVPD basis
O -1.87233 0.43408 0.41910
C -0.71468 0.05386 0.20000
C 0.58533 -0.25747 0.98950
F 0.83172 -1.41475 1.72191
C 1.31186 0.14298 -0.28844
N -0.02685 0.01290 -0.97271
O -0.41372 0.99633 -1.92217
H 0.68912 0.53133 1.71364
H 2.17424 -0.50255 -0.82331
H 1.63652 1.21868 -0.32516
H -0.60416 0.31535 -2.63519
```



Taking the most stable structure as the zero point, the relative energies in eV are entry A 1.457; entry B 0.000.



Entry A
The following is a quantum chemistry calculation of a 2-piece molecular cluster, C3NO3 overall, from OMol25.

Summary:
net charge: -1
HOMO-LUMO gap (spin up / spin down): 4.7 / 4.7 eV

The geometry in XYZ format:
```
7
C3NO3, DFT the ωB97M-V functional and the def2-TZVPD basis
C -1.57760 0.86261 -0.10980
C -1.64504 -0.36517 0.01423
C 2.12896 -0.35089 0.19226
N 1.82310 -0.76853 -0.87960
O -1.50492 2.09255 -0.07438
O -1.72540 -1.55723 -0.20499
O 2.41235 0.08684 1.24069
```



Entry B
The following is a quantum chemistry calculation of C3NO3 as an isolated structure, from OMol25.

Summary:
net charge: -1
HOMO-LUMO gap (spin up / spin down): 7.3 / 7.3 eV

The geometry in XYZ format:
```
7
C3NO3, DFT the ωB97M-V functional and the def2-TZVPD basis
C -0.06937 -0.01420 -0.69377
C -0.37063 -1.03780 -1.63548
C 0.22028 0.58803 1.80346
N 0.33857 -0.35633 1.12731
O -0.54143 1.11192 -0.70635
O 0.20278 -1.84577 -2.35998
O 0.21981 1.55416 2.46480
```



Taking the most stable structure as the zero point, the relative energies in eV are entry A 0.671; entry B 0.000.



Entry A
The following is a quantum chemistry calculation of a 4-piece molecular cluster, C2H11NO3 overall, from OMol25.

Summary:
SMILES: C=CN.O.O.O
HOMO-LUMO gap: 8.8 eV

The geometry in XYZ format:
```
17
C2H11NO3, DFT the ωB97M-V functional and the def2-TZVPD basis
C 1.23510 -0.56575 -0.23331
C 1.47400 0.73548 -0.51209
N 0.81601 1.82090 0.05043
H 0.24152 -0.88361 0.07087
H 1.69011 -1.28133 -0.93870
H 2.12875 0.98647 -1.40478
H 0.43636 1.65497 0.97466
H 1.35288 2.66599 -0.00930
O -1.41220 -0.78663 -2.57535
H -0.52589 -0.63871 -2.22309
H -1.61809 -1.72397 -2.60937
O -2.16297 -1.88135 0.23113
H -2.08864 -1.83838 -0.72799
H -1.72096 -1.07717 0.51942
O 0.09628 0.88353 2.72849
H -0.69728 0.79261 3.27153
H 0.75501 1.13695 3.38747
```



Entry B
The following is a quantum chemistry calculation of a 4-piece molecular cluster, C2H11NO3 overall, from OMol25.

Summary:
SMILES: C=NC.O.O.O
HOMO-LUMO gap: 10.9 eV

The geometry in XYZ format:
```
17
C2H11NO3, DFT the ωB97M-V functional and the def2-TZVPD basis
C -0.09015 -0.99253 0.84887
N -0.78763 -0.17401 0.20685
C -0.86096 1.20082 0.67273
H -0.02407 -2.00081 0.44618
H 0.41633 -0.77772 1.78384
H -1.90056 1.50300 0.70780
H -0.36019 1.83187 -0.06457
H -0.41025 1.36330 1.65836
O -3.73467 -0.62082 0.41144
H -3.87515 -1.06841 1.25764
H -2.78038 -0.71932 0.24863
O 1.37057 0.36766 -2.15269
H 1.82236 1.22002 -2.12879
H 0.47344 0.52670 -1.84914
O 3.69978 -0.10392 0.19636
H 4.20664 0.48114 -0.38213
H 2.95198 0.45082 0.44644
```



Taking the most stable structure as the zero point, the relative energies in eV are entry A 0.073; entry B 0.000.



Entry A
The following is a quantum chemistry calculation of a 3-piece molecular cluster, C4H8BrN4O overall, from OMol25.

Summary:
net charge: +1
HOMO-LUMO gap: 8.5 eV

The geometry in XYZ format:
```
18
C4H8BrN4O, DFT the ωB97M-V functional and the def2-TZVPD basis
C 3.76047 -0.17254 0.32934
C -2.76464 2.60779 0.17972
C -2.06073 1.61054 -0.25603
C 1.89645 -1.46523 -0.26264
N -3.44789 -1.07277 0.00833
N 4.85452 -0.38377 0.68770
N -4.32777 -1.68107 0.22024
N 2.72790 -0.24294 -0.35590
O -5.16444 -2.49263 0.28680
Br -0.33570 1.00840 0.08229
H -3.71203 2.59062 -0.23232
H -2.40477 3.42992 0.77916
H -2.46503 0.94252 -1.02911
H 0.88447 -1.16333 -0.04096
H 2.59202 -2.13162 0.30656
H 1.95787 -1.88887 -1.34586
H 5.49513 -0.15099 1.42855
H 2.51416 0.65598 -0.78587
```



Entry B
The following is a quantum chemistry calculation of an isolated ion of composition C4H8BrN4O and charge +1, from OMol25.

Summary:
SMILES: OCCN(Br)c1nc[nH][nH+]1
net charge: +1
HOMO-LUMO gap: 9.0 eV

The geometry in XYZ format:
```
18
C4H8BrN4O, DFT the ωB97M-V functional and the def2-TZVPD basis
O -1.49871 -2.69017 1.52421
C -1.29039 -1.92958 0.28191
C 0.33692 -1.68209 0.02015
N 0.39087 -0.62600 -1.10396
Br 0.33772 -1.15904 -2.90967
C 0.47269 0.71921 -0.84738
N 0.49231 1.89471 -1.83467
C 0.60424 3.06013 -0.83670
N 0.65918 2.62908 0.61215
N 0.55936 1.24788 0.56683
H -1.14981 -2.07291 2.25227
H -1.90617 -0.91214 0.28655
H -1.72891 -2.56125 -0.60960
H 0.80226 -2.72208 -0.33119
H 0.90230 -1.33823 0.98566
H 0.66456 4.20579 -1.06492
H 0.75569 3.15406 1.50877
H 0.59591 0.78263 1.49959
```



Taking the most stable structure as the zero point, the relative energies in eV are entry A 0.000; entry B 0.818.